No. 1
Here is C30H38BO22PSi2 as an isolated structure at a distorted geometry from OMol25. Energies are from wB97M-V/def2-TZVPD.

ORCA input file:
```
! wB97M-V def2-TZVPD RIJCOSX def2/J DEFGRID3
* xyz 0 1
C 1.4931 -6.4103 3.6492
C 0.4249 -5.1241 3.6864
C 1.1707 -3.8431 2.9671
C 0.1549 -3.1018 1.8693
O 0.7842 -2.8847 0.5528
Si -0.3312 -1.9498 -0.4904
C -2.0843 -2.8324 -0.5721
O -2.1872 -3.8073 -1.6691
C -1.3614 -5.0034 -1.4357
C -0.8862 -5.8423 -2.7879
O -0.9983 -5.5014 -0.2493
O -0.5113 -0.3435 0.2843
Si 1.0957 0.4479 0.2190
C 1.0376 1.9687 -1.0116
C 1.9222 1.6689 -2.3934
O 1.3243 1.8902 -3.5686
O 3.3000 1.1949 -2.1897
C 4.1071 1.2979 -3.4151
C 4.9500 -0.0647 -3.8718
O 4.2629 2.3802 -4.1812
B 1.5796 1.1838 1.9427
O 2.1428 2.5484 2.0963
O 1.3470 0.3208 3.1406
P 0.4602 -1.5609 -2.5032
C -0.8835 -0.4459 -3.3391
O 0.5920 -3.0005 -3.4732
H 2.4135 -6.0685 4.2902
H 1.8363 -6.5740 2.5179
H 0.9886 -7.3900 4.0859
H 0.1302 -4.9332 4.8133
H -0.5338 -5.5046 3.1295
H 1.4516 -3.0778 3.8279
H 2.1353 -4.2303 2.4209
H -0.2916 -2.0886 2.2983
H -0.7563 -3.8327 1.7466
H -2.8534 -1.9570 -0.8313
H -2.4282 -3.2498 0.4730
H -1.6548 -5.6165 -3.6478
H 0.1847 -5.5602 -3.1663
H -0.9783 -6.9957 -2.5161
H 2.0174 -0.5749 -0.2742
H -0.0857 2.0582 -1.3488
H 1.4656 2.9233 -0.4843
H 4.7562 -0.3246 -5.0058
H 6.0969 0.2273 -3.7612
H 4.7303 -0.9897 -3.1808
H 2.9471 2.5740 1.4984
H 1.9631 -0.4786 3.0893
H -0.8277 0.5863 -2.7764
H -1.9229 -0.9787 -3.0998
H -0.7343 -0.3787 -4.4974
H 0.1725 -2.8720 -4.3965
C -2.6536 3.7820 2.1919
C -2.4444 2.5796 1.6523
C -3.2612 2.0932 0.5061
O -3.0331 0.9915 0.0192
C -4.3298 2.9692 0.0006
C -4.5411 4.1701 0.5425
C -3.7063 4.6673 1.6703
O -3.9125 5.7832 2.1355
O -5.5453 4.9973 0.0741
O -1.4585 1.7409 2.1389
H -2.0658 4.1490 3.0238
H -4.9276 2.5961 -0.8211
H -5.4950 5.8075 0.6269
H -1.5049 0.9333 1.5822
C 5.4483 -6.1971 -1.8529
C 5.9576 -7.1957 -1.1288
C 5.5417 -7.4173 0.2839
O 6.0130 -8.3546 0.9181
C 4.5690 -6.4823 0.8707
C 4.0625 -5.4818 0.1475
C 4.4577 -5.2772 -1.2731
O 3.9609 -4.3596 -1.9178
O 3.1500 -4.5978 0.6935
O 6.8911 -8.0628 -1.6661
H 5.7400 -6.0259 -2.8814
H 4.2889 -6.6441 1.9037
H 2.9336 -3.9676 -0.0279
H 7.1029 -8.6966 -0.9466
C -3.1934 10.2588 1.2442
C -3.8712 9.1195 1.3968
C -5.3246 9.0360 1.0831
O -5.9164 7.9705 1.2152
C -6.0020 10.2588 0.6243
C -5.3247 11.3988 0.4750
C -3.8660 11.4751 0.7623
O -3.2669 12.5326 0.5981
O -5.9556 12.5524 0.0468
O -3.2464 7.9729 1.8518
H -2.1363 10.3330 1.4663
H -7.0621 10.1886 0.4169
H -5.2534 13.2384 0.0178
H -3.9473 7.2855 1.8750
*
```

Output
Electronic energy in a.u.: -3766.31701
HOMO-LUMO gap in eV: 6.43
HOMO in hartree: -0.310
LUMO energy in eV: -2.0

No. 2
Here is C30H26N14S3Sc as an isolated structure from OMol25. Energies are from wB97M-V/def2-TZVPD.

ORCA input file:
```
! wB97M-V def2-TZVPD RIJCOSX def2/J DEFGRID3
* xyz 1 1
Sc 0.5526 -0.6568 0.0894
N 2.1226 -0.9950 4.4524
C 1.6894 -1.2411 3.2007
S 0.3118 -0.3485 2.6440
N 2.3880 -2.0919 2.4825
N 1.8904 -2.2229 1.2238
C 2.3967 -3.1822 0.5430
C 1.9191 -3.4198 -0.8074
C 2.3631 -4.5195 -1.5305
C 1.8257 -4.7534 -2.7837
C 0.8608 -3.8863 -3.2591
C 0.4838 -2.8015 -2.4799
N 1.0016 -2.5468 -1.2740
H 1.5452 -0.4520 5.0684
H 2.8108 -1.6149 4.8466
H 3.1585 -3.8249 0.9751
H 3.1068 -5.1789 -1.1074
H 2.1485 -5.6033 -3.3693
H 0.3972 -4.0303 -4.2239
H -0.2599 -2.1081 -2.8351
C 2.1805 3.6990 0.7425
C 2.0440 2.3216 0.7215
N 0.8664 1.7402 0.4888
C -0.1874 2.5505 0.3410
C -0.0200 3.9369 0.3357
N 1.1553 4.5097 0.5187
C -1.5095 1.8905 0.2756
C -2.6942 2.5898 0.1057
C -3.8993 1.8990 0.0776
C -3.8620 0.5228 0.2646
C -2.6381 -0.1021 0.4445
N -1.4808 0.5642 0.4302
C -2.5186 -1.5603 0.6613
C -3.5909 -2.3586 1.0562
N -3.4649 -3.6554 1.2811
C -2.2548 -4.1698 1.1216
C -1.1714 -3.3939 0.7365
N -1.2972 -2.0881 0.5035
C -5.1725 2.6007 -0.1700
C -5.4593 3.8154 0.4442
C -6.6718 4.4283 0.1670
N -7.5759 3.9267 -0.6652
C -7.2926 2.7713 -1.2536
C -6.1169 2.0674 -1.0399
H 3.1462 4.1489 0.9350
H 2.8879 1.6737 0.9125
H -0.8587 4.6014 0.1822
H -2.6939 3.6576 -0.0488
H -4.7789 -0.0468 0.2533
H -4.5724 -1.9303 1.2103
H -2.1299 -5.2290 1.3056
H -0.1909 -3.8320 0.6270
H -4.7728 4.2695 1.1463
H -6.9243 5.3693 0.6417
H -8.0400 2.3845 -1.9363
H -5.9359 1.1415 -1.5694
S -2.4451 0.7884 -3.3249
C -1.1674 0.3249 -2.4806
N -0.2267 -0.0265 -1.8540
C 6.1806 1.0869 1.5282
C 6.0488 -0.0193 0.4852
C 4.8025 0.1392 -0.3211
N 3.6877 -0.4221 -0.0209
N 2.6488 -0.0787 -0.8430
C 3.0226 0.7488 -1.7994
N 2.1889 1.2778 -2.7047
S 4.6975 1.1612 -1.7254
H 7.0928 0.9611 2.1086
H 5.3370 1.0633 2.2186
H 6.2174 2.0719 1.0607
H 5.9918 -0.9972 0.9641
H 6.9166 -0.0334 -0.1774
H 1.2428 0.9107 -2.7385
H 2.5461 1.8071 -3.4794
*
```

Output
ΔE to the lowest compared entry with this formula, charge and spin in eV: 0.000
Electronic energy in a.u.: -3880.75233
HOMO-LUMO gap in eV: 7.12
HOMO in hartree: -0.385
LUMO energy in eV: -3.4

No. 3
Here is a 2-piece molecular cluster, C12H13N2O overall at a distorted geometry from OMol25. Energies are from wB97M-V/def2-TZVPD.

ORCA input file:
```
! wB97M-V def2-TZVPD RIJCOSX def2/J DEFGRID3
* xyz 1 1
C 0.5411 2.9658 0.7319
C -0.7623 -1.2329 2.5392
C -0.1253 2.2767 1.7179
C -0.5946 0.1218 2.7593
C 0.9855 2.3769 -0.3671
C -0.2360 -1.8625 1.3764
C -0.1204 0.9447 1.7084
C 0.4233 0.2316 0.6432
C 0.9994 1.0162 -0.3851
C 1.0465 -1.6346 -0.7362
C -1.7817 0.8968 -2.6887
C 1.0259 -3.0843 -0.9268
N 0.3982 -1.1497 0.4535
N 1.6503 -0.9384 -1.5795
O 1.8434 0.3947 -1.3297
H 0.5614 4.0844 0.7595
H -1.0841 -1.8704 3.3036
H -0.3746 2.8338 2.6199
H -1.1934 0.5654 3.6425
H 1.5533 2.9599 -1.1961
H -0.4063 -2.9271 1.2473
H -1.2463 1.5846 -3.4145
H -1.7685 -0.1567 -3.1295
H -1.4533 0.8368 -1.7152
H 1.6142 -3.8039 -0.3506
H 1.3559 -3.1979 -1.9553
H 0.0220 -3.4605 -0.9857
H -2.8731 1.2286 -2.7426
*
```

Output
ΔE to the lowest compared entry with this formula, charge and spin in eV: 3.800
Electronic energy in a.u.: -649.46933
HOMO-LUMO gap (alpha / beta) in eV: 7.36 / 7.37
HOMO (alpha / beta) in hartree: -0.465 / -0.465
LUMO energy (alpha / beta) in eV: -5.3 / -5.3

No. 4
Here is one molecule with the formula C2H2O3S2 at a distorted geometry from OMol25. Energies are from wB97M-V/def2-TZVPD.

ORCA input file:
```
! wB97M-V def2-TZVPD RIJCOSX def2/J DEFGRID3
* xyz 0 1
C 0.2589 -0.1412 -0.3731
C 0.7345 0.0836 1.9159
O 0.2519 -0.5533 0.8900
O -2.1362 -0.2102 -3.1785
O -0.7274 -0.5676 -1.1437
S 0.1932 -0.3771 3.3929
S -0.8766 0.2547 -2.6412
H 1.0017 0.5553 -0.7619
H 1.3000 0.9557 1.8996
*
```

Output
ΔE to the lowest compared entry with this formula, charge and spin in eV: 1.552
Electronic energy in a.u.: -1099.34417
HOMO-LUMO gap (alpha / beta) in eV: 8.61 / 5.92
HOMO (alpha / beta) in hartree: -0.333 / -0.276
LUMO energy (alpha / beta) in eV: -0.5 / -1.6

No. 5
Here is a 9-piece molecular cluster, C12H43N17O9 overall at a distorted geometry from OMol25. Energies are from wB97M-V/def2-TZVPD.

ORCA input file:
```
! wB97M-V def2-TZVPD RIJCOSX def2/J DEFGRID3
* xyz 0 1
C 20.4991 -15.5553 -16.3212
O 20.0884 -14.8563 -15.1472
C 18.6914 -14.5836 -15.0278
C 18.5112 -13.1882 -14.3022
C 17.1110 -13.1420 -13.8229
N 18.8176 -12.0801 -15.2127
H 21.5559 -15.7255 -16.1156
H 20.2908 -14.8823 -17.1530
H 20.0694 -16.5416 -16.4961
H 18.0990 -14.6894 -15.9366
H 18.2891 -15.2994 -14.3110
H 19.1028 -13.0718 -13.3942
H 16.9565 -14.0178 -13.1928
H 16.3029 -13.0705 -14.5510
H 16.8938 -12.2329 -13.2621
H 18.4230 -11.1980 -14.9187
H 19.8236 -12.0236 -15.1420
N 21.9278 -15.8238 -19.5495
C 21.3215 -14.9114 -20.3929
N 21.6031 -15.1078 -21.6992
O 20.5483 -13.9809 -20.0479
H 21.4939 -16.1302 -18.6904
H 22.5281 -16.5186 -19.9702
H 21.2823 -14.3578 -22.2948
H 22.3563 -15.7348 -21.9435
N 22.5678 -12.5297 -18.0589
C 22.0695 -11.8798 -17.0269
N 20.8703 -11.4116 -17.3369
O 22.6183 -11.6791 -15.9326
H 22.0652 -12.7328 -18.9112
H 23.5086 -12.8648 -17.9083
H 20.5959 -11.3646 -18.3078
H 20.4242 -10.7579 -16.7094
N 27.9962 -11.1413 -14.7916
C 26.9232 -11.1860 -15.5580
N 25.8348 -11.3653 -14.8799
O 26.9838 -10.9847 -16.7581
H 28.8829 -10.9245 -15.2237
H 27.9283 -11.3500 -13.8057
H 25.6470 -11.3113 -13.8890
H 25.0027 -11.1313 -15.4024
N 21.9583 -10.0663 -13.2343
C 21.3719 -11.0119 -12.5182
N 21.4992 -12.1734 -13.0716
O 20.8516 -10.8352 -11.4176
H 22.1640 -10.2881 -14.1980
H 22.0341 -9.1680 -12.7788
H 21.9730 -12.3298 -13.9498
H 21.1597 -12.9955 -12.5930
N 24.5454 -9.5141 -18.9257
C 25.5540 -9.4574 -19.7626
N 26.5099 -10.2239 -19.3728
O 25.6856 -8.6447 -20.6361
H 24.6446 -10.2318 -18.2220
H 23.9932 -8.6685 -18.9407
H 26.5174 -10.6200 -18.4437
H 27.4468 -9.9376 -19.6184
N 20.8366 -10.4953 -20.2572
C 21.7184 -10.1769 -21.1873
N 22.2163 -8.9892 -21.2373
O 22.1132 -10.9824 -21.9767
H 20.4282 -9.6991 -19.7889
H 20.3527 -11.3743 -20.3726
H 22.7182 -8.9254 -22.1115
H 22.4877 -8.4590 -20.4217
N 18.5519 -12.9227 -18.4180
C 17.7054 -11.9992 -18.6735
N 17.4265 -11.2548 -17.6589
O 17.3245 -11.7928 -19.8233
H 19.0589 -12.8936 -17.5450
H 18.8624 -13.4339 -19.2318
H 17.8161 -11.4501 -16.7477
H 16.6892 -10.5779 -17.7943
N 19.0146 -7.7528 -14.1414
C 18.6048 -8.5913 -15.0144
N 19.2647 -8.3612 -16.2167
O 17.8298 -9.4915 -14.8010
H 19.6727 -7.0230 -14.3749
H 18.5806 -7.6801 -13.2323
H 18.7951 -8.7666 -17.0137
H 19.6960 -7.4485 -16.2506
*
```

Output
ΔE to the lowest compared entry with this formula, charge and spin in eV: 3.721
SMILES: COC[C@H](C)N.NC(N)=O.NC(N)=O.NC(N)=O.NC(N)=O.NC(N)=O.NC(N)=O.NC(N)=O.NC(N)=O
Electronic energy in a.u.: -2091.27587
HOMO-LUMO gap in eV: 9.00
HOMO in hartree: -0.330
LUMO energy in eV: 0.0

No. 6
Here is one molecule with the formula C6H10O from OMol25. Energies are from wB97M-V/def2-TZVPD.

ORCA input file:
```
! wB97M-V def2-TZVPD RIJCOSX def2/J DEFGRID3
* xyz 0 1
C -0.0541 -2.1083 0.7352
C -0.1429 -0.6605 0.3573
C -0.5512 0.3635 1.1104
C -0.4994 1.6882 0.3879
C -0.2001 1.2674 -1.0679
C 0.3433 -0.1743 -0.9952
O 1.7616 -0.2772 -1.0895
H -0.0132 -2.2434 1.8210
H 0.8390 -2.5704 0.2978
H -0.9286 -2.6585 0.3633
H -0.8828 0.2725 2.1439
H 0.2822 2.3364 0.8085
H -1.4425 2.2433 0.4723
H -1.1342 1.2672 -1.6403
H 0.5071 1.9211 -1.5857
H -0.0187 -0.7899 -1.8276
H 2.1342 0.1229 -0.2916
*
```

Output
ΔE to the lowest compared entry with this formula, charge and spin in eV: 0.025
SMILES: CC1=CCC[C@H]1O
Electronic energy in a.u.: -309.84145
HOMO-LUMO gap in eV: 10.19
HOMO in hartree: -0.339
LUMO energy in eV: 1.0

No. 7
Here is a 2-piece molecular cluster, CH5FN2 overall at a distorted geometry from OMol25. Energies are from wB97M-V/def2-TZVPD.

ORCA input file:
```
! wB97M-V def2-TZVPD RIJCOSX def2/J DEFGRID3
* xyz 0 1
C -0.7919 -0.8207 -0.1495
N 0.3376 1.1017 0.3091
N -0.0733 0.2922 -0.5789
F 2.1511 -0.2699 -0.8496
H -0.1697 -1.1349 0.7901
H -1.7606 -0.4703 0.2641
H -0.9182 -1.3921 -1.0915
H 0.4944 0.7239 1.2742
H 0.7307 1.9700 0.0319
*
```

Output
ΔE to the lowest compared entry with this formula, charge and spin in eV: 3.959
Electronic energy in a.u.: -250.31680
HOMO-LUMO gap (alpha / beta) in eV: 7.82 / 7.81
HOMO (alpha / beta) in hartree: -0.332 / -0.332
LUMO energy (alpha / beta) in eV: -1.2 / -1.2

No. 8
Here is a 2-piece molecular cluster, C9H11BO6 overall at a distorted geometry from OMol25. Energies are from wB97M-V/def2-TZVPD.

ORCA input file:
```
! wB97M-V def2-TZVPD RIJCOSX def2/J DEFGRID3
* xyz 0 1
O -0.0264 -0.1067 -1.3942
C -1.3648 -0.1156 -1.2889
O -2.4052 -0.4152 -2.3260
C -3.1528 0.8861 -2.3063
C -3.2920 1.0835 -0.6503
O -3.3988 2.5002 -0.5295
B -2.6495 3.1802 0.5035
O -1.4954 2.7404 1.3025
O -3.0600 4.6109 0.7588
O -2.2387 0.2345 -0.1334
H -2.3039 1.6146 -2.7090
H -4.1653 0.9568 -2.8911
H -4.3082 0.4850 -0.4695
H -0.7047 2.6227 0.6747
H -2.5230 5.1195 0.0601
C 2.1185 -1.5538 0.1228
C 2.5650 -0.8595 1.2468
C 3.5403 -1.4194 2.0714
C 4.0667 -2.6768 1.7742
C 3.6135 -3.3751 0.6554
C 2.6408 -2.8137 -0.1714
H 1.3633 -1.1144 -0.5233
H 2.1530 0.1192 1.4799
H 3.8905 -0.8765 2.9454
H 4.8285 -3.1121 2.4150
H 4.0192 -4.3576 0.4269
H 2.2894 -3.3570 -1.0445
*
```

Output
ΔE to the lowest compared entry with this formula, charge and spin in eV: 0.000
SMILES: O=C1OC[C@H](OB(O)O)O1.c1ccccc1
Electronic energy in a.u.: -825.81663
HOMO-LUMO gap in eV: 8.84
HOMO in hartree: -0.334
LUMO energy in eV: -0.2